Entry 1:
The following is a quantum chemistry calculation of C4H7NO in the gas phase, from the OMol25 dataset.

## Properties
* gap between HOMO and LUMO: 8.75 eV
* HOMO: -7.857 eV
* ΔE to the lowest compared entry with this formula, charge and spin: 361.6 kJ/mol
* LUMO: 0.897 eV
* energy: -7795.897 eV

Geometry as ORCA input:
```
! RIJCOSX wB97M-V def2-TZVPD def2/J DEFGRID3
* xyz 0 1
C -1.2798 0.6865 0.0897
H -1.9593 1.5457 0.0696
O 0.8686 0.0956 1.2263
C 0.5125 -1.3691 -1.8787
N 0.8951 -1.2226 -0.6885
H 2.1284 -1.4722 0.9249
H -0.3417 -2.0757 -1.9030
C 0.0761 1.1316 0.6337
H -1.2024 0.2952 -0.9265
H -1.7148 -0.0825 0.7371
H -0.0587 1.8338 1.4596
H 0.6673 1.6304 -0.1443
C 1.3372 -0.9036 0.4471
*
```



Entry 2:
The following is a quantum chemistry calculation of 2 unconnected molecules or ions with the total composition CHNO3S at a distorted geometry, from the OMol25 dataset.

## Properties
* gap between HOMO and LUMO: 10.27 eV
* HOMO: -10.672 eV
* ΔE to the lowest compared entry with this formula, charge and spin: 326.3 kJ/mol
* LUMO: -0.397 eV
* energy: -19517.172 eV

Geometry as ORCA input:
```
! RIJCOSX wB97M-V def2-TZVPD def2/J DEFGRID3
* xyz 0 1
C -1.9644 -0.9965 -0.4130
S 2.0296 0.5707 0.3101
H -2.9327 -0.8461 -1.0670
O -0.1390 -0.5767 0.9962
N -1.0557 -0.7482 0.2521
O 1.8999 0.7623 -1.1059
O 2.1622 1.8346 1.0275
*
```



Entry 3:
The following is a quantum chemistry calculation of 4 unconnected molecules or ions with the total composition C4H14O3 at a distorted geometry, from the OMol25 dataset.

## Properties
* structure (SMILES): C=C(C)C.O.O.O
* gap between HOMO and LUMO: 10.15 eV
* HOMO: -9.484 eV
* ΔE to the lowest compared entry with this formula, charge and spin: 124.8 kJ/mol
* LUMO: 0.662 eV
* energy: -10516.635 eV

Geometry as ORCA input:
```
! RIJCOSX wB97M-V def2-TZVPD def2/J DEFGRID3
* xyz 0 1
H 0.2851 1.4733 -0.0885
H -3.3742 -1.9807 0.4795
H -0.0330 2.6948 0.8223
H 0.7306 -1.5117 -1.3912
H -1.8574 1.0217 -0.2906
H -0.3228 -0.7800 1.2524
H 3.2522 0.9102 -0.2972
H 1.8755 -0.2623 -1.9727
H 0.1451 0.1455 -1.6260
O -2.3058 0.6818 -1.0902
C 1.4055 -0.1948 0.1270
H 2.8391 0.4229 1.5130
C 1.0283 -0.4512 -1.2902
H -2.0409 1.3029 -1.7745
C 2.5496 0.4681 0.3898
H 1.1435 -1.2100 2.1960
H -3.2274 -0.4620 0.1079
C 0.7579 -1.0736 1.1685
O -3.1013 -1.1223 0.8042
O -0.4464 1.9761 0.3246
H 0.6967 -2.0485 0.6359
*
```



Entry 4:
The following is a quantum chemistry calculation of C7H12O2 in the gas phase at a distorted geometry, from the OMol25 dataset.

## Properties
* structure (SMILES): C/C=C\C[C@H](C)C(=O)O
* gap between HOMO and LUMO: 9.51 eV
* HOMO: -8.905 eV
* ΔE to the lowest compared entry with this formula, charge and spin: 144.8 kJ/mol
* LUMO: 0.607 eV
* energy: -11546.903 eV

Geometry as ORCA input:
```
! RIJCOSX wB97M-V def2-TZVPD def2/J DEFGRID3
* xyz 0 1
C -0.4906 1.0689 0.2214
H -0.7635 2.6572 1.2451
C -1.1595 -0.4415 0.3670
C 0.9861 -0.7378 0.9241
H 3.1397 -0.1066 -1.0358
H -1.8643 -0.4617 -1.6743
C -2.2598 -0.6123 -0.6720
C 2.2395 0.4971 -0.9097
C -0.0072 -1.4682 0.1205
H 1.5103 0.1957 -1.6586
H 2.2267 0.9100 1.2343
H -1.5441 -0.5490 1.3809
H 0.2412 -1.4974 -0.9381
O -0.6635 1.7118 1.4313
H -0.2603 -2.4422 0.5373
O -0.6288 1.6808 -0.8278
H 0.8709 -0.8356 1.9980
H 2.4847 1.5417 -1.0965
H -2.6820 -1.6158 -0.6123
C 1.6652 0.3770 0.4748
H -3.0408 0.1279 -0.5097
*
```



Entry 5:
The following is a quantum chemistry calculation of a molecular structure, C18H27N3O4 at a distorted geometry, from the OMol25 dataset.

## Properties
* gap between HOMO and LUMO: 8.20 eV
* HOMO: -7.898 eV
* ΔE to the lowest compared entry with this formula, charge and spin: 1556.4 kJ/mol
* LUMO: 0.307 eV
* energy: -31750.901 eV

Geometry as ORCA input:
```
! RIJCOSX wB97M-V def2-TZVPD def2/J DEFGRID3
* xyz 0 1
H -5.3386 -2.7292 2.7278
H 6.6602 5.1950 1.1805
H 2.6030 3.2360 -1.6016
C 3.5833 0.1720 -1.3665
H -5.6845 -4.4391 -0.4790
H 2.4482 2.6192 -0.1589
H 2.6853 0.2292 0.6513
C -6.3784 -2.9939 0.9349
C -4.4992 -1.3886 1.5562
C 5.7867 4.7716 0.7360
H -6.4337 -1.4703 2.4312
H 6.9851 2.9247 0.1169
C -5.1231 -4.1376 0.3033
H 5.1903 5.3955 0.2210
H -4.8518 -0.4667 0.7059
H 0.9354 -1.1946 1.3846
H 2.4772 -1.0708 0.0868
O -1.0018 -2.5074 2.1494
H 4.0809 1.6472 -2.5976
H -4.8718 -4.6619 1.3258
N 0.0637 -1.1462 0.6015
C -1.1250 -0.0061 -1.0811
H -1.0989 0.7744 -1.6699
H 4.4337 -0.2780 -1.1407
H 1.1047 1.3341 -2.5952
C -3.4479 -2.2440 1.0368
C -4.0423 -2.9747 -0.0380
C 3.8211 1.4986 -1.6290
H 3.3121 -0.4048 -2.2995
C 2.3447 -0.0564 -0.1817
C -2.3659 -0.4395 -0.5335
C 6.3089 3.7692 -0.3927
N -2.2978 -1.3981 0.4806
H -6.7096 -2.3283 0.1551
C 4.8861 2.1951 -0.6914
C 2.5764 2.3252 -1.2486
O 5.3634 3.1889 -1.3950
C -1.1535 -1.9402 1.1573
H -7.1843 -3.4368 1.2102
H -4.1673 -0.5859 2.2820
H -3.3630 -3.6045 -0.3614
H 5.4285 4.2008 1.4569
H -3.1118 -2.8684 1.7734
O 5.2150 1.7915 0.3889
C -5.8088 -1.9475 1.8820
C 1.4022 1.4873 -1.5198
N 1.1397 0.4167 -0.8490
H 0.1721 2.2168 -1.3528
H -4.3841 -2.5783 -1.1247
O -3.5631 -0.2432 -1.2051
C 0.0321 -0.2377 -0.2592
H 6.9662 4.3896 -1.1643
*
```



Entry 6:
The following is a quantum chemistry calculation of a molecular structure, C30H46BrN3P2PbSe at a distorted geometry, from the OMol25 dataset.

## Properties
* gap between HOMO and LUMO (alpha / beta): 2.82 / 2.81 eV
* HOMO (alpha / beta): -11.067 / -11.063 eV
* ΔE to the lowest compared entry with this formula, charge and spin: 373.3 kJ/mol
* LUMO (alpha / beta): -8.247 / -8.253 eV
* energy: -195518.769 eV

Geometry as ORCA input:
```
! RIJCOSX wB97M-V def2-TZVPD def2/J DEFGRID3
* xyz 2 1
H -0.2581 -2.3366 -2.0168
C -1.6070 -1.0348 0.6069
C 5.5573 -0.5876 1.3700
H 1.0914 -0.2648 -2.2876
H -0.8692 -8.1964 4.9879
C -3.2188 -0.2411 -4.4586
H -3.2696 0.4804 -2.4066
C 4.1681 1.9067 -2.2792
C 4.1259 -0.0401 1.3995
H -2.4981 -1.1020 -2.5950
C -4.6706 5.0317 1.3477
C 0.7270 -3.3242 2.5912
H 3.7824 0.1441 2.4313
Pb 2.7997 -2.8319 3.1323
H -0.8926 -5.7659 4.4708
C -2.6049 -0.1094 -3.0612
H -2.5662 4.5809 3.1417
C 2.3086 -6.5537 3.6409
H 3.9718 2.9854 -2.2499
C 0.0211 -7.6976 4.5994
H -3.3981 0.7337 -4.9320
C 1.0681 -1.6647 0.8399
C 3.3984 1.1639 -1.1767
H 5.6839 -1.3911 2.1098
H 2.2807 1.9583 2.0565
H -1.7009 2.6869 -3.8917
C 1.2245 -4.3404 3.2352
H 3.4216 -0.7144 0.8919
H 1.9643 2.7174 0.4651
H 3.8690 1.5400 -3.2710
H 3.0602 -8.5940 3.7828
P -0.9746 0.6389 -2.9800
H -0.0381 2.7906 -3.2825
H -4.5093 6.0506 1.6810
H 3.4566 0.0724 -1.3383
C -5.6394 2.2351 -0.6961
C -0.1691 2.0814 -5.3286
C 1.1744 -5.7152 3.7552
H 0.9675 -2.5848 -3.2534
H -0.5849 1.2478 -5.8985
C 2.7285 2.5473 1.2377
H -2.5991 -0.8556 -5.1251
H -0.7104 -2.3247 -3.7397
C 0.3888 -0.5324 -3.0938
C 3.2667 3.8925 1.7523
C -4.5723 2.7602 1.4835
C 0.6823 -0.3990 0.3617
C -0.6642 -0.1431 0.1055
N -5.2202 3.1532 0.3334
H 4.0062 4.3250 1.0697
C 2.2086 -7.9246 3.9384
H -5.7243 5.0370 -0.6074
H -5.6062 1.2159 -0.2956
H -1.9917 -2.7670 1.8746
C -0.7248 2.1695 -3.8956
H -4.0784 4.5709 4.0928
H -4.1920 -0.7403 -4.3534
H 6.2927 0.2029 1.5835
C 0.0254 -6.3203 4.3059
H -3.2864 3.0252 3.6707
H -0.4225 3.0049 -5.8560
H 0.8846 -0.2750 -4.0494
H 5.7863 -0.9783 0.3726
H 2.4517 4.6177 1.8613
H -4.9757 2.3009 -1.5713
H -6.6643 2.4717 -1.0045
N 1.0907 -8.4694 4.4100
Se -4.1939 1.0838 2.0806
N -4.2644 3.9508 2.0986
C 0.1504 -2.4155 1.6224
C -3.5057 4.0406 3.3211
P 4.0786 1.5455 0.5059
H -2.6633 -0.8032 0.4219
C 0.0581 -2.0267 -3.0197
C -1.2224 -2.1346 1.4078
H 0.9207 1.9941 -5.3452
H 2.0579 -2.0918 0.5886
C -5.2697 4.5327 0.2294
H 1.3872 0.4194 0.2123
H 3.2496 -6.1797 3.2327
H 3.7576 3.7774 2.7252
Br -1.1621 1.5614 -0.7034
H 5.2485 1.7603 -2.1742
H 2.3405 1.4650 -1.1994
*
```